Record 1
67
Properties=species:S:1:pos:R:3:forces:R:3 method="wB97M-V/def2-TZVPD" charge=-1 multiplicity=2 largest_force_ev_per_a=5.04 energy_ev=-84123.011 s2=0.75 gap_ev="5.29 / 9.87" homo_energy_ev="-3.10 / -7.70"
Ag -4.242 -1.799 -1.409 -0.6 -0.1 0.0
P -1.044 -0.779 -0.869 -0.3 1.6 -2.5
F -1.820 -2.216 -1.253 1.0 1.3 0.9
F -2.465 0.119 -0.954 0.6 -1.3 1.2
F -1.139 -1.094 0.714 -0.6 0.4 -0.8
F -0.285 0.659 -0.647 -0.2 0.0 1.0
F 0.415 -1.449 -0.901 0.0 -0.9 0.0
F -0.945 -0.462 -2.479 0.2 -0.7 0.4
O -4.270 0.129 -3.606 0.0 2.2 0.4
C -4.472 1.284 -3.284 -1.3 -1.8 0.5
O -5.735 1.637 -2.808 -0.9 0.5 -0.5
C -5.966 3.092 -2.712 2.6 -0.8 -0.2
C -4.501 3.558 -2.590 -0.2 1.3 -0.7
C -3.610 2.502 -3.245 0.1 -0.1 1.0
H -6.573 3.381 -1.854 0.0 -0.6 0.0
H -6.353 3.566 -3.614 -0.5 -0.7 -0.2
H -4.195 3.666 -1.549 -0.2 0.1 0.0
H -4.349 4.503 -3.110 -0.1 0.3 0.3
H -2.852 2.449 -2.462 0.6 -1.1 -0.7
H -3.151 2.614 -4.227 -0.1 0.6 0.1
O 3.135 -6.287 1.423 -2.3 1.8 -0.9
C 2.106 -5.659 1.226 0.4 1.0 2.1
O 1.930 -4.294 1.678 1.0 -1.7 -0.3
C 0.593 -3.800 1.542 -0.3 -0.9 -1.6
C -0.153 -4.903 0.720 -0.8 1.3 0.3
C 0.732 -6.134 0.747 1.0 0.4 -0.5
H 0.581 -2.957 0.852 0.4 0.4 0.6
H 0.131 -3.523 2.489 0.4 -0.3 0.1
H -0.318 -4.434 -0.250 0.7 -0.6 -0.5
H -1.208 -4.935 0.992 0.1 -0.8 0.7
H 0.915 -6.500 -0.263 -0.3 -0.5 0.1
H 0.509 -6.939 1.449 -0.5 0.0 -0.3
O 0.984 1.975 5.924 -0.2 -1.0 0.1
C 0.847 1.494 4.828 0.2 2.9 1.4
O -0.058 0.557 4.516 0.7 0.2 2.9
C -0.174 0.424 3.173 -1.0 0.0 -2.9
C 0.723 1.479 2.521 0.4 -1.4 -2.2
C 1.582 2.007 3.616 0.1 -0.6 -0.5
H -1.216 0.620 2.918 -0.1 -0.3 -0.2
H 0.091 -0.581 2.842 -0.1 -0.1 0.2
H 0.198 2.203 1.898 -0.3 0.2 0.7
H 1.309 0.952 1.768 0.2 0.0 -0.1
H 1.772 3.062 3.414 -0.2 0.1 1.2
H 2.539 1.491 3.691 0.2 0.0 -0.3
O 1.109 5.072 1.810 -1.2 -0.2 -1.5
C 0.501 4.681 0.819 2.5 -0.3 1.9
O -0.801 4.755 0.667 -0.9 2.1 2.4
C -1.264 4.096 -0.438 -1.5 -1.2 -1.3
C -0.106 3.873 -1.289 3.1 -0.3 -2.0
C 1.056 3.864 -0.309 0.1 0.1 0.1
H -1.952 4.730 -0.997 -0.6 -0.3 0.5
H -1.639 3.121 -0.124 -0.7 0.1 0.0
H 0.066 4.719 -1.954 -0.2 0.1 -0.2
H -0.046 2.965 -1.889 -0.7 0.0 0.0
H 2.005 4.263 -0.668 -0.1 -0.2 0.0
H 1.193 2.867 0.110 0.3 -0.1 -0.1
C 3.449 -3.024 -1.000 -0.3 -1.0 0.0
C 3.917 -2.275 0.232 -2.8 -2.2 0.9
O 5.101 -1.744 -0.078 3.6 2.9 -2.0
S 5.995 -2.705 -1.027 1.5 0.2 1.9
O 6.931 -3.411 -0.114 -2.7 0.8 -2.5
O 6.636 -1.919 -2.069 -1.7 -1.4 1.1
O 4.649 -3.565 -1.496 3.8 -0.3 -0.7
H 2.992 -2.541 -1.864 -0.3 0.7 0.6
H 2.871 -3.903 -0.714 -0.3 0.3 0.0
H 4.225 -2.989 0.996 -1.4 -0.4 0.5
H 3.111 -1.610 0.543 0.6 0.5 0.2

Record 2
7
Properties=species:S:1:pos:R:3:forces:R:3 method="wB97M-V/def2-TZVPD" charge=0 multiplicity=1 e_above_lowest_ev=0.2222 largest_force_ev_per_a=3.62 energy_ev=-6122.263 gap_ev=12.92 homo_energy_ev=-12.54 smiles=N#CCC#N
N 2.180 -0.972 0.018 -1.8 1.1 -0.3
C 1.197 -0.355 -0.060 0.9 -0.2 0.8
C -0.048 0.534 0.004 1.8 -3.1 0.4
C -1.211 -0.330 -0.017 0.1 0.3 0.1
N -2.117 -1.020 -0.002 -0.8 -0.5 0.0
H -0.007 1.056 0.929 0.0 0.9 0.5
H 0.005 1.086 -0.873 -0.2 1.7 -1.3

Record 3
128
Properties=species:S:1:pos:R:3:forces:R:3 method="wB97M-V/def2-TZVPD" charge=0 multiplicity=1 e_above_lowest_ev=6.9909 largest_force_ev_per_a=8.86 energy_ev=-111942.806 gap_ev=10.36 homo_energy_ev=-10.51 smiles="COC(=O)OC.COC(=O)OC.COC(=O)OC.COC(=O)OC.O=C1OCCO1.O=C1OCCO1.O=C1OCCO1.O=C1OCCO1.O=C1OCCO1.O=C1OCCO1.O=C1OCCO1.O=C1OCCO1"
C 8.704 -3.738 -0.160 -1.7 -0.9 0.8
O 9.840 -4.252 -0.840 0.3 0.2 0.2
C 10.966 -4.443 -0.172 1.5 1.1 2.3
O 11.208 -4.026 0.977 -0.4 -1.4 -2.9
O 11.822 -5.116 -0.985 -1.8 0.8 -0.5
C 13.101 -5.423 -0.497 0.2 -0.1 0.8
H 7.912 -4.390 -0.529 -0.3 0.6 -0.5
H 8.443 -2.683 -0.237 0.7 0.0 -0.9
H 8.584 -3.913 0.910 1.3 -0.3 0.2
H 13.647 -4.505 -0.281 0.0 -0.1 0.4
H 13.672 -5.968 -1.248 -0.5 0.0 -0.1
H 12.906 -6.057 0.368 0.8 0.1 0.3
C -5.791 -3.579 -6.358 0.0 -0.3 -2.5
O -4.613 -3.230 -5.623 -2.2 -0.7 -0.1
C -4.001 -2.176 -6.148 0.7 -0.5 -0.9
O -4.209 -1.707 -7.243 0.3 0.4 1.1
O -3.060 -1.926 -5.255 1.1 1.4 0.7
C -2.052 -0.931 -5.453 1.3 -0.2 -1.1
H -5.561 -3.570 -7.424 0.7 -0.1 -0.2
H -6.578 -2.830 -6.437 -0.1 0.0 1.3
H -6.124 -4.613 -6.260 0.1 0.3 1.2
H -2.365 0.094 -5.650 -0.6 -0.2 0.4
H -1.401 -1.173 -6.293 -0.5 -0.3 -0.6
H -1.290 -0.993 -4.677 -0.9 0.1 0.7
C -9.040 2.818 -4.915 -0.9 0.5 -2.1
O -8.164 2.153 -4.085 1.0 0.0 4.5
C -8.308 2.516 -2.729 -1.5 2.2 1.5
O -9.125 3.349 -2.265 2.2 -2.6 -2.0
O -7.413 1.899 -1.942 0.6 -0.9 -3.0
C -7.354 1.996 -0.538 -0.9 0.8 0.3
H -9.110 2.168 -5.788 -0.7 -0.2 0.1
H -8.623 3.713 -5.376 0.3 0.4 0.6
H -9.995 3.062 -4.449 0.1 -0.2 -0.1
H -8.050 1.260 -0.137 0.0 0.2 0.3
H -7.613 3.020 -0.269 -0.2 -0.2 0.4
H -6.346 1.784 -0.183 0.0 -0.1 -0.5
C -6.601 10.576 2.230 -0.6 -0.9 0.2
O -5.364 9.782 2.339 -0.6 1.0 0.1
C -5.357 8.450 2.364 -1.7 -1.6 0.4
O -6.364 7.734 2.289 2.7 1.3 0.0
O -4.054 8.079 2.595 -0.7 0.6 -0.9
C -3.545 6.755 2.387 -0.6 -0.8 1.1
H -7.103 10.873 3.150 1.3 0.1 0.9
H -7.472 10.018 1.887 0.6 -0.5 -1.2
H -6.386 11.476 1.654 0.1 -0.5 -0.1
H -3.136 6.431 3.344 -0.2 0.1 0.2
H -2.695 6.654 1.713 -0.3 0.9 -0.5
H -4.319 6.034 2.126 -0.1 0.3 -0.2
O -4.530 -4.492 3.628 -0.9 0.6 -1.3
C -4.744 -4.314 2.452 1.0 -1.1 2.7
O -3.804 -4.605 1.552 0.7 0.7 -1.0
C -4.234 -4.188 0.251 -0.4 -1.8 0.0
C -5.754 -4.101 0.492 0.8 0.3 -1.3
O -5.895 -3.931 1.887 0.1 0.7 0.1
H -3.694 -3.346 -0.181 -0.2 0.5 0.7
H -4.010 -5.016 -0.421 -0.1 -0.1 0.0
H -6.238 -5.049 0.257 -0.1 0.2 -0.4
H -6.091 -3.255 -0.106 -0.8 -0.1 0.4
O 3.647 6.812 -0.789 -1.8 2.4 -0.5
C 2.904 7.640 -1.299 0.0 -1.3 3.1
O 2.813 7.845 -2.556 -0.5 0.8 -4.8
C 1.772 8.792 -2.934 -1.1 0.8 0.7
C 1.092 8.993 -1.582 -1.3 0.9 -0.6
O 1.957 8.470 -0.691 3.2 -2.3 2.9
H 2.074 9.730 -3.402 1.2 -0.2 0.4
H 0.969 8.498 -3.610 0.7 -1.3 -0.3
H 0.164 8.425 -1.512 -0.3 0.1 -0.2
H 0.907 10.010 -1.235 -0.2 0.2 -0.6
O -1.157 -9.281 -1.636 2.0 1.8 -2.3
C -0.550 -8.600 -2.457 -1.1 -0.8 2.0
O 0.725 -8.083 -2.311 -2.3 -2.9 2.1
C 0.950 -7.159 -3.269 1.9 1.1 -1.7
C -0.053 -7.473 -4.395 0.1 0.4 0.5
O -1.076 -8.173 -3.629 0.4 0.4 -0.4
H 0.918 -6.178 -2.794 -0.6 0.4 -0.5
H 2.001 -7.303 -3.517 0.0 0.2 -0.7
H 0.266 -8.103 -5.226 0.4 -0.4 0.5
H -0.370 -6.559 -4.896 -0.8 0.0 0.5
O 8.542 -1.615 -5.798 -2.9 -1.9 -0.9
C 7.627 -2.172 -6.392 1.6 0.1 1.3
O 6.701 -3.117 -5.963 1.0 1.5 1.7
C 5.674 -3.266 -6.912 -0.5 -1.0 0.2
C 6.360 -2.828 -8.178 -0.9 -0.9 -0.2
O 7.433 -2.022 -7.691 -0.4 0.6 -2.1
H 5.399 -4.319 -6.859 0.2 -0.1 -0.4
H 4.731 -2.758 -6.711 0.3 0.7 0.5
H 5.651 -2.345 -8.850 0.5 0.7 0.1
H 6.655 -3.739 -8.698 1.0 0.3 -0.1
O -3.874 0.670 6.643 -2.0 0.6 0.9
C -4.921 0.925 7.204 1.8 -0.8 -0.6
O -6.079 0.252 7.002 1.1 0.0 -0.5
C -7.111 0.712 7.853 0.7 0.3 0.1
C -6.424 1.800 8.690 0.5 1.3 -0.1
O -5.068 1.874 8.154 -0.8 -0.6 0.2
H -7.843 1.139 7.167 -0.6 -0.3 0.6
H -7.374 -0.159 8.454 -0.8 0.3 -0.1
H -6.405 1.688 9.774 0.3 -0.7 -0.1
H -6.825 2.805 8.554 -0.3 -0.1 -0.3
O 2.348 -1.098 -0.729 -0.8 2.6 4.1
C 2.079 -0.443 0.326 -0.5 -6.3 -6.3
O 2.519 0.705 0.605 1.7 2.2 -1.2
C 2.156 1.068 1.888 0.1 -0.7 1.6
C 1.034 0.035 2.154 -1.4 3.0 3.0
O 1.172 -0.921 1.219 1.3 -1.1 -1.9
H 2.999 0.787 2.520 0.1 0.6 0.3
H 1.958 2.140 1.879 -0.3 -0.3 0.4
H 0.071 0.536 2.062 -0.3 -0.1 -0.1
H 1.076 -0.379 3.162 0.1 0.0 0.0
O 7.154 7.308 8.034 -1.1 -1.0 -2.5
C 6.857 6.760 6.988 0.6 1.2 0.8
O 7.428 5.624 6.552 -0.4 -0.6 -0.4
C 6.781 5.171 5.342 0.3 -0.1 -0.4
C 5.985 6.413 4.882 0.1 -1.4 -0.7
O 5.978 7.229 6.019 0.4 0.5 1.5
H 7.517 4.822 4.618 0.4 0.6 0.1
H 6.203 4.260 5.491 -0.4 0.3 0.7
H 4.977 6.158 4.555 -0.2 0.0 0.5
H 6.429 6.864 3.996 0.4 0.5 0.4
O 3.028 -3.950 5.309 -0.6 -2.0 0.7
C 2.620 -5.076 5.120 3.1 1.6 -2.7
O 1.386 -5.450 5.066 -3.5 -1.3 0.5
C 1.250 -6.699 4.345 -1.6 0.4 -1.1
C 2.585 -7.222 4.298 2.0 0.0 0.9
O 3.417 -6.080 4.546 -0.1 0.7 0.5
H 0.588 -7.511 4.646 -0.6 0.9 1.2
H 0.988 -6.597 3.292 -0.7 1.4 0.2
H 2.658 -7.559 3.264 1.3 -0.8 0.5
H 2.723 -7.878 5.157 0.6 -0.7 -0.6

Record 4
107
Properties=species:S:1:pos:R:3:forces:R:3 method="wB97M-V/def2-TZVPD" charge=0 multiplicity=1 e_above_lowest_ev=0.5544 largest_force_ev_per_a=1.30 energy_ev=-233924.005 gap_ev=6.30 homo_energy_ev=-6.34
Cs -1.074 0.451 1.185 -0.6 -0.2 -0.8
Cl -3.600 -1.474 1.847 -0.3 0.1 0.1
C -4.550 -0.431 2.922 0.2 -0.2 -0.2
C -5.143 -1.107 3.973 -0.1 0.2 0.1
C -5.917 -0.402 4.881 0.1 -0.1 0.0
C -6.068 0.963 4.704 0.0 0.0 -0.1
C -5.454 1.601 3.641 0.0 0.2 0.0
Cl -5.711 3.319 3.518 0.0 -0.1 0.0
C -4.648 0.954 2.673 -0.2 0.0 0.1
S -3.932 1.801 1.345 -0.3 0.0 0.1
H -4.989 -2.173 4.063 0.0 0.0 0.0
H -6.392 -0.908 5.710 0.0 0.0 0.0
H -6.664 1.554 5.385 0.0 0.0 0.0
S 2.418 5.402 -4.280 0.0 0.0 -0.1
C 1.837 4.075 -3.269 0.0 -0.1 0.0
C 0.787 4.214 -2.367 -0.1 0.0 0.0
C 0.384 3.098 -1.656 0.0 -0.2 0.1
N 0.933 1.888 -1.787 0.0 0.1 0.0
C 1.912 1.764 -2.677 0.0 0.1 0.0
C 2.404 2.821 -3.432 0.0 -0.1 0.0
C 2.477 6.748 -3.140 0.0 0.1 0.1
C 2.887 6.611 -1.817 0.0 -0.1 0.0
C 2.968 7.744 -1.027 0.0 0.0 0.0
N 2.696 8.975 -1.458 0.0 0.0 0.1
C 2.316 9.095 -2.724 0.0 -0.1 -0.1
C 2.181 8.024 -3.598 0.0 0.0 0.0
H 0.287 5.161 -2.220 0.0 0.0 0.0
H -0.431 3.163 -0.942 0.0 0.1 0.0
H 2.350 0.779 -2.788 0.0 0.0 0.0
H 3.225 2.655 -4.117 0.0 0.1 0.0
H 3.140 5.643 -1.406 0.0 0.0 0.0
H 3.278 7.657 0.009 0.0 0.0 0.0
H 2.092 10.098 -3.072 0.0 0.0 0.0
H 1.843 8.192 -4.612 0.0 0.0 0.0
C -0.156 -4.774 -4.604 0.0 0.0 0.0
C 0.222 -5.253 -3.356 0.0 0.0 0.0
C 0.489 -4.367 -2.320 0.0 0.0 0.0
C 0.373 -2.995 -2.525 0.1 0.0 -0.2
C -0.013 -2.519 -3.780 0.1 -0.1 -0.1
C -0.271 -3.407 -4.817 0.0 0.0 0.0
As 0.646 -1.636 -1.165 0.1 0.2 0.1
C 2.579 -1.392 -1.256 -0.1 -0.1 -0.1
C 3.133 -0.484 -0.355 0.0 0.0 0.0
C 4.488 -0.196 -0.400 0.0 0.1 0.1
C 5.298 -0.792 -1.359 0.0 0.0 0.0
C 4.748 -1.689 -2.262 -0.1 0.0 0.0
C 3.391 -1.996 -2.208 0.1 0.0 0.0
C 0.560 -2.754 0.432 -0.1 -0.1 -0.1
C 1.642 -3.103 1.230 0.0 -0.1 0.0
C 1.443 -3.880 2.366 0.0 0.0 0.0
C 0.169 -4.313 2.706 0.0 0.0 0.0
C -0.916 -3.966 1.912 0.0 0.0 0.0
C -0.719 -3.183 0.784 0.0 0.0 0.1
H -0.366 -5.469 -5.406 0.0 0.0 0.0
H 0.309 -6.319 -3.190 0.0 0.0 0.0
H 0.779 -4.742 -1.346 0.0 0.0 0.0
H -0.153 -1.455 -3.939 0.0 0.0 0.0
H -0.576 -3.028 -5.784 0.0 0.0 0.0
H 2.495 0.011 0.370 0.0 0.0 0.0
H 4.912 0.506 0.308 0.0 0.0 0.0
H 6.354 -0.557 -1.404 0.0 0.0 0.0
H 5.370 -2.161 -3.012 0.0 0.0 0.0
H 2.980 -2.704 -2.917 0.0 0.0 0.0
H 2.640 -2.774 0.967 0.0 0.0 0.0
H 2.289 -4.154 2.985 0.0 0.0 0.0
H 0.021 -4.920 3.590 0.0 0.0 0.0
H -1.916 -4.290 2.172 0.0 0.0 0.0
H -1.574 -2.902 0.174 0.1 0.0 0.0
C -5.481 -0.421 -1.035 0.0 -0.1 0.0
N -4.548 -1.482 -1.370 -0.1 -0.1 -0.1
C -3.400 -1.306 -2.060 0.3 0.3 0.1
Se -2.686 0.262 -2.685 0.0 -0.1 0.0
N -2.799 -2.521 -2.149 -0.2 -0.1 0.0
C -3.567 -3.489 -1.525 -0.1 0.0 0.0
C -3.370 -4.843 -1.314 0.0 0.0 0.0
C -4.348 -5.514 -0.594 0.0 0.0 0.0
C -5.473 -4.853 -0.102 0.0 0.0 0.0
C -5.664 -3.495 -0.307 0.0 0.1 -0.1
C -4.689 -2.823 -1.029 0.0 0.0 0.0
H -4.922 0.476 -0.781 0.0 0.0 0.0
H -6.045 -0.723 -0.154 0.0 0.0 0.0
H -6.158 -0.238 -1.870 0.0 0.0 0.0
H -1.928 -2.653 -2.643 -0.1 0.0 0.0
H -2.495 -5.358 -1.689 0.0 0.1 0.0
H -4.235 -6.574 -0.409 0.0 0.0 0.0
H -6.210 -5.413 0.458 0.0 0.0 0.0
H -6.528 -2.977 0.084 0.0 0.0 0.0
C 2.925 1.554 5.175 0.0 0.0 0.0
N 2.586 0.790 3.982 0.1 0.0 0.1
C 1.921 -0.469 4.285 0.0 0.0 0.0
C 2.214 1.402 2.811 -0.1 -0.1 0.0
O 1.258 0.973 2.152 1.2 0.4 0.5
N 2.934 2.478 2.381 0.1 0.0 0.1
C 4.354 2.642 2.642 0.0 0.0 0.0
C 2.433 3.195 1.220 -0.1 0.0 0.0
H 2.054 1.626 5.834 0.0 0.0 0.0
H 3.237 2.563 4.934 0.0 0.1 -0.1
H 3.730 1.061 5.722 0.0 0.0 0.0
H 2.525 -1.006 5.016 0.0 0.0 0.0
H 1.829 -1.071 3.385 0.0 0.0 0.0
H 0.924 -0.307 4.707 0.0 0.0 0.0
H 4.746 1.792 3.194 0.0 0.0 0.1
H 4.562 3.559 3.198 0.0 0.0 0.0
H 4.893 2.694 1.692 0.0 0.0 0.0
H 1.354 3.308 1.289 0.0 0.0 0.0
H 2.665 2.676 0.284 0.0 0.0 0.0
H 2.886 4.186 1.207 0.0 0.0 0.0